1.
{
  "formula": "C40H51F4N2O17PS",
  "method": "wB97M-V/def2-TZVPD",
  "species": ["C", "P", "O", "C", "C", "C", "C", "O", "C", "C", "O", "C", "C", "C", "C", "C", "C", "C", "C", "C", "C", "C", "C", "C", "C", "C", "C", "N", "S", "N", "C", "C", "C", "C", "C", "O", "O", "H", "H", "H", "H", "H", "H", "H", "H", "H", "H", "H", "H", "H", "H", "H", "H", "H", "H", "H", "H", "H", "H", "H", "H", "H", "H", "H", "H", "H", "H", "H", "H", "H", "H", "H", "H", "H", "H", "H", "O", "C", "O", "C", "C", "F", "O", "H", "H", "H", "O", "C", "O", "C", "C", "F", "O", "H", "H", "H", "O", "C", "O", "C", "C", "F", "O", "H", "H", "H", "O", "C", "O", "C", "C", "F", "O", "H", "H", "H"],
  "coordinates": [[3.187, 0.638, 0.886], [3.942, -0.942, 0.052], [3.091, -1.036, -1.493], [5.827, -0.739, -0.241], [6.529, 0.522, -1.065], [5.529, 1.648, -1.713], [5.838, 3.195, -1.265], [5.750, 4.184, -2.359], [4.480, 4.938, -2.314], [3.309, 3.941, -2.881], [2.007, 4.585, -3.127], [1.035, 3.446, -3.026], [1.331, 2.046, -3.890], [0.384, 0.708, -3.843], [-0.990, 0.742, -2.918], [-1.992, -0.596, -2.883], [-2.370, -0.864, -4.490], [-1.241, -1.960, -2.375], [-3.411, -0.256, -2.144], [-3.463, -0.544, -0.535], [-2.139, -0.081, 0.310], [-4.722, 0.387, 0.052], [-3.901, -2.112, -0.150], [-1.291, 2.144, -2.113], [-0.327, 3.477, -2.114], [8.180, 0.626, -1.241], [9.145, -0.548, -0.610], [10.679, -0.588, -0.740], [11.120, -2.091, 0.107], [9.531, -2.712, 0.593], [8.409, -1.785, 0.177], [6.792, -1.943, 0.398], [6.211, -3.258, 1.188], [6.570, -4.683, 0.461], [5.944, -4.876, -1.042], [5.581, -6.143, -1.379], [5.784, -3.833, -2.069], [3.998, 1.385, 1.283], [2.582, 0.267, 1.847], [2.420, 1.191, 0.162], [2.801, -0.101, -1.756], [4.393, 1.432, -1.534], [5.691, 1.603, -2.895], [4.987, 3.495, -0.485], [6.865, 3.252, -0.678], [4.587, 5.821, -3.083], [4.217, 5.388, -1.266], [3.742, 3.450, -3.877], [3.121, 3.130, -2.032], [2.291, 1.988, -4.595], [0.623, -0.260, -4.459], [-3.019, -1.838, -4.563], [-1.363, -1.103, -5.086], [-2.893, 0.107, -4.882], [-0.669, -2.397, -3.327], [-1.952, -2.820, -2.015], [-0.370, -1.714, -1.596], [-3.743, 0.845, -2.453], [-4.227, -0.970, -2.640], [-1.126, -0.131, -0.272], [-2.032, -0.788, 1.264], [-2.261, 1.023, 0.710], [-4.979, 0.157, 1.170], [-5.619, 0.286, -0.694], [-4.326, 1.508, -0.046], [-2.988, -2.842, -0.097], [-4.337, -2.055, 0.959], [-4.786, -2.473, -0.826], [-2.269, 2.212, -1.433], [-0.571, 4.447, -1.491], [8.606, 1.553, -1.821], [6.752, -3.279, 2.249], [5.058, -3.246, 1.393], [6.118, -5.548, 1.130], [7.745, -4.857, 0.411], [5.710, -4.316, -2.952], [-2.726, 2.200, 2.565], [-2.931, 3.309, 2.102], [-2.671, 3.660, 0.805], [-3.167, 4.973, 0.639], [-3.171, 5.496, 2.035], [-4.176, 6.382, 2.215], [-3.441, 4.353, 2.814], [-4.169, 4.929, 0.200], [-2.519, 5.556, -0.021], [-2.221, 5.941, 2.351], [-7.192, -1.689, 1.903], [-6.738, -1.950, 3.004], [-6.504, -1.017, 3.978], [-6.109, -1.734, 5.130], [-5.593, -3.009, 4.557], [-5.806, -4.040, 5.405], [-6.393, -3.203, 3.412], [-6.977, -1.882, 5.781], [-5.342, -1.188, 5.687], [-4.537, -2.977, 4.267], [-12.581, -0.031, -2.000], [-11.574, -0.041, -1.312], [-10.921, -1.179, -0.923], [-9.746, -0.758, -0.260], [-10.100, 0.620, 0.183], [-9.007, 1.416, 0.202], [-10.966, 1.079, -0.830], [-8.907, -0.775, -0.964], [-9.512, -1.418, 0.580], [-10.610, 0.664, 1.151], [2.780, 0.114, 3.815], [3.174, -0.990, 4.152], [3.433, -1.350, 5.447], [3.735, -2.730, 5.425], [4.184, -2.941, 4.019], [3.869, -4.185, 3.594], [3.417, -2.013, 3.286], [2.835, -3.303, 5.672], [4.515, -2.972, 6.151], [5.250, -2.749, 3.855]],
  "forces_ev_per_a": [[-0.52, 0.79, 0.30], [-0.80, -0.59, -0.60], [0.92, 2.58, 1.53], [4.79, -0.47, -0.04], [3.26, -1.70, 1.06], [0.81, -0.06, -1.26], [-0.84, -0.11, 1.64], [-1.36, -0.37, 1.68], [-0.79, 0.40, -1.42], [1.41, -0.64, 0.83], [-1.16, -3.80, 0.84], [-2.75, -2.97, -0.19], [-2.29, -0.53, 1.37], [-1.31, 3.95, 2.54], [2.57, 2.98, -0.12], [-0.18, 0.53, -1.35], [0.86, -0.10, 0.69], [1.44, 0.12, -0.70], [-0.16, -0.71, -0.39], [-1.14, 0.47, 1.00], [0.16, -0.14, 0.57], [1.18, 0.59, -1.10], [-0.02, 0.91, 0.88], [2.27, -0.25, -1.35], [1.72, -3.03, -2.58], [-3.22, -1.85, 1.34], [-0.21, 0.22, -0.33], [-5.68, -2.61, 2.19], [-5.47, 2.04, -0.83], [-1.59, 3.58, -1.73], [3.46, 0.27, -0.69], [-0.43, 3.00, -1.95], [0.85, 0.05, 0.30], [-0.01, 0.43, -0.16], [-1.91, -5.92, -2.83], [2.30, 7.88, 1.95], [0.97, -2.94, 2.20], [-1.50, -1.35, -0.89], [1.42, 0.79, -2.47], [1.71, -1.08, 1.40], [0.50, -1.83, 0.27], [2.36, 0.08, -0.12], [-0.32, 0.08, 2.52], [1.91, -0.70, -1.40], [-1.97, 0.05, -1.62], [-0.02, -1.70, 1.59], [0.63, -1.04, -1.82], [-0.98, 1.02, 2.26], [0.61, 1.49, -1.98], [-2.39, 0.22, 1.79], [-0.28, 2.27, 1.32], [0.97, 2.04, 0.12], [-2.29, 0.78, 1.20], [0.90, -2.08, 0.44], [-1.19, 0.90, 2.05], [1.27, 1.99, -0.56], [-2.19, -0.70, -1.50], [0.79, -2.27, 0.92], [1.72, 1.47, 1.04], [-2.04, -0.04, 0.97], [-0.24, 1.55, -1.97], [0.26, -2.44, -0.89], [0.37, 0.40, -2.27], [1.40, 0.06, 1.74], [-1.03, -2.25, 0.35], [-1.84, 1.31, -0.42], [0.93, -0.16, -2.35], [1.88, 0.51, 1.15], [2.50, -0.20, -1.68], [0.46, -2.33, -1.42], [-0.79, -2.15, 1.30], [-1.02, 0.01, -2.29], [2.27, 0.44, -0.76], [0.84, 1.78, -1.72], [-2.55, 0.53, -0.14], [-0.11, 0.44, 1.83], [-0.57, 2.78, -1.06], [0.45, -3.07, 1.10], [-0.01, -0.41, 0.97], [0.06, 0.44, -1.24], [-0.49, 0.63, 0.41], [0.00, 0.24, 0.14], [0.66, -0.42, -0.57], [0.02, 0.14, 0.25], [0.00, -0.25, 0.08], [-0.18, 0.08, 0.06], [0.91, -0.57, 2.55], [-1.27, 0.90, -2.57], [-0.17, -0.62, -1.02], [0.19, 0.76, 1.05], [0.11, -0.79, 0.35], [0.15, -0.23, 0.07], [0.14, 0.95, -0.25], [0.13, -0.24, -0.09], [-0.15, 0.05, -0.24], [-0.09, -0.17, 0.08], [2.46, -0.03, 1.62], [-2.61, -0.35, -2.01], [-0.78, 0.85, -0.34], [0.81, -1.04, 0.45], [0.54, 0.61, 0.15], [0.09, 0.26, 0.18], [-0.41, -0.76, 0.10], [-0.04, 0.25, 0.15], [-0.12, 0.03, -0.22], [0.15, 0.15, -0.05], [0.82, -2.63, 1.21], [-1.09, 2.69, -0.43], [-0.16, 0.55, -1.05], [0.17, -0.52, 1.18], [0.00, -0.68, -0.43], [0.16, -0.19, -0.19], [0.19, 0.68, 0.73], [0.12, -0.06, -0.26], [-0.14, 0.23, -0.07], [-0.13, -0.14, -0.08]],
  "smiles": "CP(O)c1c(CCOCCOc2ccc(C(C)(C)CC(C)(C)C)cc2)cc2nsnc2c1CCC(=O)O.O=C1OC[C@@H](F)O1.O=C1OC[C@@H](F)O1.O=C1OC[C@@H](F)O1.O=C1OC[C@@H](F)O1",
  "total_charge": 0,
  "homo_energy_ev": -8.316,
  "orbital_gap_ha": 0.242
}

2.
{
  "formula": "C21H16IrN8S4",
  "method": "wB97M-V/def2-TZVPD",
  "species": ["Ir", "C", "C", "N", "N", "C", "S", "N", "N", "H", "H", "H", "H", "H", "H", "S", "N", "C", "C", "C", "C", "C", "N", "C", "C", "N", "C", "C", "C", "C", "C", "N", "H", "H", "H", "H", "H", "H", "S", "C", "C", "C", "C", "C", "C", "S", "H", "H", "H", "H"],
  "coordinates": [[-0.209, -0.099, 0.357], [3.834, -3.084, 1.636], [2.598, -3.392, 0.881], [2.283, -4.519, 0.336], [1.042, -4.314, -0.212], [0.571, -3.081, -0.022], [-0.898, -2.387, -0.439], [1.573, -2.483, 0.670], [1.461, -1.150, 1.072], [4.432, -3.988, 1.705], [3.596, -2.740, 2.644], [4.420, -2.311, 1.138], [0.576, -5.064, -0.697], [1.339, -1.092, 2.094], [2.271, -0.592, 0.797], [-3.211, 2.813, -5.826], [-3.711, 2.863, -4.295], [-2.799, 2.226, -3.579], [-2.848, 2.031, -2.141], [-3.857, 2.525, -1.313], [-3.767, 2.292, 0.040], [-2.706, 1.549, 0.550], [-1.758, 1.047, -0.238], [-1.809, 1.310, -1.567], [-0.680, 0.825, -2.359], [0.300, 0.194, -1.677], [1.352, -0.259, -2.348], [1.483, -0.115, -3.723], [0.488, 0.525, -4.430], [-0.619, 1.014, -3.739], [-1.723, 1.727, -4.355], [-1.837, 1.993, -5.646], [-4.674, 3.089, -1.742], [-4.512, 2.670, 0.726], [-2.616, 1.342, 1.606], [2.121, -0.753, -1.767], [2.363, -0.499, -4.218], [0.548, 0.656, -5.503], [0.917, 1.751, 1.079], [0.186, 2.087, 2.664], [0.427, 3.307, 3.290], [-0.095, 3.556, 4.547], [-0.872, 2.593, 5.181], [-1.128, 1.384, 4.558], [-0.595, 1.120, 3.297], [-0.942, -0.434, 2.509], [1.025, 4.055, 2.783], [0.099, 4.504, 5.031], [-1.289, 2.790, 6.160], [-1.741, 0.635, 5.042]],
  "forces_ev_per_a": [[0.26, -0.93, -0.04], [0.01, 0.01, -0.02], [-0.04, 0.02, 0.06], [-0.09, 0.00, -0.03], [0.05, -0.04, -0.04], [0.04, -0.19, 0.12], [-0.35, 0.34, 0.03], [0.03, 0.11, -0.15], [0.46, 0.26, 0.01], [0.01, 0.00, -0.01], [0.00, -0.01, 0.00], [0.00, 0.00, 0.00], [-0.01, -0.02, 0.03], [-0.06, -0.04, 0.01], [0.14, -0.17, 0.11], [-0.03, 0.02, -0.05], [0.05, -0.02, -0.06], [-0.02, 0.01, 0.10], [0.02, 0.00, -0.07], [0.01, 0.01, 0.02], [-0.04, 0.03, 0.01], [0.06, -0.02, -0.09], [-0.49, 0.10, -0.31], [0.30, -0.04, 0.06], [-0.08, -0.01, 0.12], [-0.06, 0.15, -0.24], [-0.03, 0.05, 0.07], [0.02, 0.02, -0.06], [0.02, -0.01, -0.02], [-0.06, 0.04, 0.04], [0.08, -0.05, 0.03], [-0.06, 0.03, 0.02], [0.00, -0.01, 0.01], [0.01, 0.01, -0.01], [0.01, -0.06, 0.01], [0.00, -0.01, 0.00], [-0.01, -0.01, 0.00], [0.01, 0.01, 0.01], [0.03, 0.64, 0.06], [0.01, -0.23, -0.07], [0.01, -0.03, 0.00], [0.00, 0.00, 0.01], [-0.01, 0.02, 0.03], [0.02, -0.02, -0.03], [0.03, 0.08, -0.08], [-0.24, -0.05, 0.42], [0.00, -0.01, 0.01], [-0.01, 0.00, 0.00], [0.01, 0.00, 0.00], [0.00, 0.01, 0.00]],
  "total_charge": 1,
  "homo_energy_ev": -9.892,
  "orbital_gap_ha": 0.230
}

3.
{
  "formula": "C16H24N2OPt",
  "method": "wB97M-V/def2-TZVPD",
  "species": ["C", "C", "H", "H", "H", "H", "H", "H", "C", "C", "C", "C", "H", "H", "H", "H", "N", "C", "C", "N", "C", "C", "C", "H", "H", "C", "H", "H", "Pt", "C", "H", "H", "H", "C", "C", "C", "O", "H", "H", "H", "H", "H", "H", "H"],
  "coordinates": [[3.359, -1.791, -0.990], [3.409, -1.541, 0.439], [3.312, -2.865, -0.786], [4.138, -1.457, -1.679], [2.356, -1.535, -1.345], [2.633, -0.759, 0.632], [3.121, -2.349, 1.065], [4.432, -1.306, 0.630], [-1.076, -0.112, -2.644], [-2.159, 0.094, -3.471], [-3.130, 1.047, -3.143], [-3.028, 1.776, -1.965], [-0.302, -0.855, -2.792], [-2.261, -0.499, -4.373], [-3.987, 1.244, -3.774], [-3.740, 2.499, -1.570], [-0.973, 0.645, -1.532], [-1.903, 1.578, -1.154], [-1.646, 2.174, 0.176], [-0.540, 1.666, 0.791], [-0.124, 1.976, 2.040], [-1.984, 3.488, 2.149], [-0.833, 2.937, 2.717], [0.740, 1.429, 2.396], [-0.481, 3.244, 3.691], [-2.432, 3.079, 0.904], [-3.348, 3.384, 0.409], [-2.559, 4.244, 2.663], [0.620, 0.531, -0.352], [2.029, 1.774, -0.917], [2.180, 2.412, -0.022], [1.436, 2.297, -1.696], [2.961, 1.321, -1.313], [0.184, -3.576, 0.387], [-0.342, -2.316, 1.085], [0.120, -2.157, 2.541], [-0.377, -1.149, 0.304], [1.282, -3.725, 0.502], [-0.049, -3.527, -0.685], [-0.298, -4.490, 0.786], [-1.419, -2.486, 1.163], [1.185, -1.908, 2.606], [-0.455, -1.359, 3.012], [-0.051, -3.077, 3.113]],
  "forces_ev_per_a": [[-1.52, -2.49, -1.27], [-0.23, 2.90, 1.42], [0.47, -0.55, -2.36], [-0.10, -0.11, 0.47], [0.09, 0.03, -0.64], [1.04, 0.36, 0.82], [-0.17, -0.90, 0.40], [0.44, 0.79, 1.18], [-0.78, 1.02, 0.68], [-0.42, -0.09, -0.50], [0.07, 0.16, 0.26], [1.05, 0.25, 1.24], [-0.03, 0.06, -0.20], [0.00, 0.08, 0.07], [0.07, -0.26, -0.17], [-0.20, -0.22, -0.70], [-2.10, 0.58, -1.45], [-0.13, -1.14, -1.04], [0.57, 0.00, 1.70], [-1.43, 1.31, 1.34], [-1.17, 0.31, -1.31], [-0.09, 0.01, -0.09], [-0.05, 0.31, 0.50], [0.02, 0.22, 0.18], [-0.15, 0.09, 0.10], [0.43, -0.88, -1.38], [0.04, 0.46, 0.53], [0.06, -0.01, 0.25], [1.81, -2.96, -0.31], [2.13, 0.90, 0.35], [0.37, -0.12, -0.69], [0.18, -0.14, 0.06], [-0.57, 0.47, 0.22], [1.02, -0.61, -0.96], [-1.62, -0.36, 1.39], [0.80, 0.65, -0.32], [1.17, -0.89, 0.45], [-0.71, 0.41, -0.03], [0.08, -0.12, 0.26], [0.04, 0.79, 0.01], [-0.31, -0.32, -0.10], [-0.11, -0.08, 0.02], [0.02, -0.02, 0.04], [-0.05, 0.11, -0.41]],
  "multiplicity": 5,
  "total_charge": 2,
  "homo_energy_ev": [-15.259, -16.272],
  "s2": 6.01,
  "orbital_gap_ha": [0.282, 0.220]
}